No. 1
105
Properties=species:S:1:pos:R:3 method="wB97M-V/def2-TZVPD" charge=0 e_above_lowest_kj_mol=24.8 orbital_gap_ha=0.202 multiplicity=1 lumo_energy_ev=-0.491
La 1.19718 1.95099 1.94245
O -0.89793 4.71756 4.04609
C -1.07832 4.28016 2.81492
O -1.12553 3.10244 2.51828
C -1.38546 5.41307 1.83934
O -0.98086 5.18258 0.51695
C 0.36067 5.51450 0.17895
C 1.35636 4.58059 0.86045
O 2.19055 3.90442 0.22409
O 1.18539 4.43494 2.10622
H -0.59864 3.97354 4.60682
H -0.97911 6.34661 2.23990
H -2.47889 5.49035 1.80353
H 0.58160 6.55516 0.45301
H 0.41128 5.40890 -0.90698
N 1.33877 -0.27611 1.13195
S 1.21607 -1.62149 0.62572
N -0.19377 -2.14031 -0.06513
S -0.91716 -1.39376 -1.19838
N -0.22313 -0.25840 -1.95988
S -0.06962 1.36260 -1.64108
N 0.17957 1.90400 -0.32072
C -1.54683 2.01194 -2.40412
C -1.94890 1.66305 -3.68654
C -3.10730 2.21554 -4.19793
C -3.84937 3.11198 -3.43269
C -3.42484 3.46574 -2.16667
C -2.25870 2.91932 -1.64026
C 1.19217 1.63774 -2.87978
C 2.00088 2.73734 -2.63691
C 3.02326 3.03443 -3.53292
C 3.22134 2.24441 -4.64938
C 2.40677 1.14046 -4.87393
C 1.39179 0.82519 -3.98986
C -1.20959 -2.60357 -2.46080
C -1.74104 -2.17731 -3.67170
C -1.97279 -3.11345 -4.66325
C -1.66784 -4.45110 -4.44041
C -1.13893 -4.85932 -3.22926
C -0.90794 -3.93254 -2.21843
C -2.52497 -0.96583 -0.58107
C -3.65680 -1.69205 -0.93519
C -4.87392 -1.34774 -0.36714
C -4.95437 -0.30592 0.54380
C -3.81675 0.40035 0.89923
C -2.59215 0.07271 0.34096
C 1.36831 -2.89849 1.85157
C 0.52770 -3.99276 1.98423
C 0.70783 -4.84264 3.06661
C 1.71136 -4.59363 3.99137
C 2.54346 -3.49553 3.84931
C 2.37143 -2.63007 2.77887
C 2.43150 -2.03875 -0.61191
C 3.16148 -0.98509 -1.13167
C 4.07682 -1.23972 -2.14475
C 4.25728 -2.53023 -2.61054
C 3.53288 -3.58292 -2.06057
C 2.61379 -3.34129 -1.05575
H -1.35271 0.99490 -4.28840
H -3.43006 1.95962 -5.19637
H -4.75333 3.54258 -3.83820
H -3.99082 4.17703 -1.58293
H -1.89611 3.19664 -0.66107
H 1.88098 3.31229 -1.73175
H 3.67224 3.87648 -3.33730
H 4.01858 2.47538 -5.34134
H 2.57790 0.50800 -5.73543
H 0.79493 -0.06099 -4.14285
H -1.97641 -1.13812 -3.82810
H -2.38583 -2.80242 -5.61033
H -1.84496 -5.17734 -5.21951
H -0.90032 -5.89886 -3.06331
H -0.49326 -4.23208 -1.27171
H -3.60585 -2.51871 -1.62826
H -5.76081 -1.90491 -0.63379
H -5.90531 -0.05560 0.98965
H -3.86542 1.19664 1.62674
H -1.70481 0.61654 0.63079
H -0.27460 -4.16190 1.28377
H 0.04818 -5.68906 3.19513
H 1.83692 -5.25282 4.83799
H 3.31132 -3.29135 4.58237
H 2.98267 -1.74427 2.68961
H 3.02230 0.01171 -0.73411
H 4.65139 -0.42424 -2.56088
H 4.97331 -2.72518 -3.39453
H 3.69277 -4.59262 -2.41048
H 2.05585 -4.15583 -0.61578
O 4.04385 -1.91787 6.91425
C 3.76560 -0.95712 6.24804
S 2.34700 0.06097 6.51614
C 2.48230 1.01706 5.05434
C 3.50637 0.74131 4.22254
S 3.91931 1.49228 2.68380
S 4.59996 -0.52818 4.75247
S 1.26625 2.28099 4.83686
I -3.73255 -2.89696 3.89970
C -2.33816 -1.40369 3.98257
C -2.10670 -0.49592 5.00214
N -1.11266 0.29333 4.58796
N -0.66527 -0.04531 3.37226
C -1.40592 -1.07425 2.99348
H -2.55977 -0.37866 5.96799
H -0.56980 1.03150 5.06548
H -1.25458 -1.55359 2.04131

***

No. 2
97
Properties=species:S:1:pos:R:3 method="wB97M-V/def2-TZVPD" charge=-2 e_above_lowest_kj_mol=12.4 orbital_gap_ha=0.199 multiplicity=1 lumo_energy_ev=4.048
Mg 0.04687 -0.16385 -0.72022
C 1.99539 0.97573 1.93996
P 2.55360 2.41282 0.90077
C 2.70232 3.69710 2.22876
C 3.88182 4.36365 2.56413
C 3.88646 5.38872 3.50306
C 2.71271 5.76547 4.13860
C 1.53058 5.10678 3.82225
C 1.52416 4.09560 2.87361
C 4.33148 2.02176 0.65892
C 4.96654 2.60131 -0.43854
C 6.31315 2.38171 -0.68520
C 7.04687 1.55600 0.15746
C 6.42203 0.95520 1.23988
C 5.07581 1.18900 1.48947
C 0.52527 0.92032 2.21103
C -0.09702 1.10239 3.43545
C -1.46924 0.83288 3.22339
C -1.58914 0.48732 1.88452
C -2.81098 -0.04847 1.19454
P -3.44480 0.99746 -0.19379
C -4.76756 -0.09658 -0.85838
C -5.66294 -0.79089 -0.04322
C -6.61725 -1.62864 -0.59618
C -6.69280 -1.78199 -1.97694
C -5.81631 -1.09228 -2.79874
C -4.85790 -0.25355 -2.23857
C -4.52014 2.21520 0.67528
C -5.50829 2.85238 -0.08241
C -6.33161 3.81453 0.47756
C -6.17368 4.17703 1.81088
C -5.18615 3.56659 2.56772
C -4.36626 2.59275 2.00661
N -0.37660 0.54548 1.26061
H 2.52319 0.99214 2.89598
H 2.30582 0.08221 1.38833
H 4.81189 4.07727 2.08829
H 4.81795 5.88963 3.74268
H 2.71782 6.56063 4.87493
H 0.60567 5.37920 4.31779
H 0.59723 3.58043 2.65034
H 4.38127 3.20959 -1.11906
H 6.78486 2.83486 -1.54915
H 8.09490 1.36544 -0.04182
H 6.97736 0.28534 1.88556
H 4.60314 0.69835 2.33009
H 0.39141 1.37847 4.35963
H -2.26165 0.83109 3.96002
H -3.59278 -0.22920 1.93684
H -2.58255 -1.02152 0.74159
H -5.61410 -0.67294 1.03307
H -7.30067 -2.16876 0.04909
H -7.43200 -2.44700 -2.40845
H -5.84553 -1.20723 -3.87436
H -4.16445 0.26939 -2.88722
H -5.63474 2.57800 -1.12447
H -7.09728 4.28576 -0.12757
H -6.81310 4.93296 2.25138
H -5.04556 3.84732 3.60518
H -3.58484 2.14408 2.60520
S 2.41470 -0.17314 -1.38027
C 3.05071 -1.57748 -0.52634
C 4.44303 -1.70610 -0.44072
C 5.05609 -2.75972 0.21879
C 4.26373 -3.72892 0.82340
C 2.88430 -3.61816 0.75558
C 2.23924 -2.56267 0.09382
S 0.47998 -2.53880 0.09436
H 5.04610 -0.93660 -0.91093
H 6.13864 -2.81748 0.26254
H 4.71423 -4.56383 1.35043
H 2.25826 -4.36452 1.23097
O -4.23673 -0.46283 -5.54670
S -2.88091 -0.96605 -5.46120
O -2.17678 -1.08109 -6.71552
N -2.02904 -0.16738 -4.35012
C -1.70498 -0.94751 -3.32165
O -1.09373 -0.58760 -2.30465
C -2.18879 -2.36874 -3.45808
C -2.00067 -3.41982 -2.57841
C -2.57373 -4.64253 -2.91018
C -3.30502 -4.80114 -4.08581
C -3.47436 -3.74184 -4.97181
C -2.89865 -2.53638 -4.62731
H -1.39815 -3.28590 -1.68533
H -2.44339 -5.48749 -2.24521
H -3.74201 -5.76588 -4.31601
H -4.03119 -3.85656 -5.89299
N 0.02996 4.16691 -1.05555
C 0.61723 3.91535 -2.27716
C 0.53654 2.56733 -2.44633
N -0.06895 2.00032 -1.35504
C -0.35720 2.98066 -0.53889
H -0.02245 5.05054 -0.58350
H 1.02249 4.69756 -2.89338
H 0.87666 1.96049 -3.26846
H -0.81821 2.86807 0.42946

***

No. 3
93
Properties=species:S:1:pos:R:3 method="wB97M-V/def2-TZVPD" charge=0 e_above_lowest_kj_mol=182.3 orbital_gap_ha="0.214 / 0.223" multiplicity=5 lumo_energy_ev="-0.520 / -0.651"
Mn 0.36283 -0.38909 0.11580
O 3.14798 2.00136 -1.07686
S 3.07832 1.36487 0.21834
O 4.32077 1.15142 0.91474
N 2.26024 -0.03138 0.09730
C 3.00660 -1.18035 -0.20128
C 4.30445 -1.23126 -0.68031
C 4.96352 -2.46012 -0.85216
C 4.35164 -3.65010 -0.57587
C 3.00868 -3.64858 -0.15120
C 2.27441 -4.82282 0.11118
C 0.96623 -4.73284 0.50181
C 0.37185 -3.47199 0.61109
N 1.01311 -2.34891 0.36481
C 2.33269 -2.41743 0.00858
C 2.07202 2.42080 1.24003
C 1.06754 2.09742 2.34894
C 1.17018 2.87065 3.59484
C 1.95628 3.94676 3.70468
C 2.84142 4.32767 2.62195
C 2.93371 3.59778 1.50662
H 4.81973 -0.31300 -0.91186
H 5.98592 -2.45408 -1.20787
H 4.86778 -4.59456 -0.69322
H 2.75649 -5.78613 -0.00525
H 0.37682 -5.61466 0.70876
H -0.66509 -3.38262 0.91020
H 0.78203 1.06329 2.47620
H 0.60049 2.50990 4.44344
H 1.98948 4.50973 4.62946
H 3.50300 5.17227 2.76639
H 3.70372 3.81090 0.77539
C -2.75095 2.88604 2.32752
C -3.05945 3.77147 1.14483
C -3.85501 4.89323 1.35923
C -4.16555 5.77311 0.33576
C -3.64979 5.56194 -0.93219
C -2.84675 4.45793 -1.16674
C -2.57977 3.53715 -0.15656
P -1.73067 1.97080 -0.56983
C -1.49301 1.91026 -2.41064
C -0.16748 1.77875 -2.82857
C 0.16540 1.65825 -4.16712
C -0.83971 1.65054 -5.11963
C -2.16056 1.75366 -4.71849
C -2.52023 1.87554 -3.37665
C -3.99258 1.89646 -3.05431
C -3.08047 0.77695 -0.24748
C -4.38928 1.17415 0.04579
C -5.35332 0.25370 0.41421
C -5.01098 -1.08846 0.51943
C -3.73227 -1.49342 0.19956
C -2.75827 -0.58159 -0.22694
C -1.43957 -1.05081 -0.63835
H -2.31548 3.48285 3.13222
H -2.05018 2.09128 2.07844
H -3.66643 2.43140 2.71132
H -4.22931 5.07831 2.36050
H -4.79315 6.63385 0.53242
H -3.86444 6.25653 -1.73410
H -2.43563 4.29408 -2.15529
H 0.62032 1.77687 -2.08637
H 1.20603 1.57540 -4.45478
H -0.59668 1.55972 -6.17122
H -2.94793 1.72620 -5.46368
H -4.56837 2.16255 -3.94087
H -4.23663 2.59886 -2.26404
H -4.32141 0.90888 -2.72533
H -4.67302 2.21266 -0.02196
H -6.36239 0.58232 0.62903
H -5.75093 -1.81551 0.83145
H -3.46928 -2.54463 0.25922
H -1.19113 -0.68902 -1.64714
H -1.45728 -2.13963 -0.69540
C -0.13777 10.91456 -0.02095
C 0.06930 9.51436 0.50019
O 0.18795 9.23524 1.66248
S 0.08196 8.34626 -0.85057
C 0.22251 6.71276 -0.17105
C -0.22436 6.34177 1.08865
C -0.14405 5.01096 1.48111
C 0.34390 4.03938 0.62429
C 0.80613 4.43286 -0.63376
C 0.75245 5.75344 -1.03109
C 0.56381 2.59152 0.97211
C -0.25790 1.50889 0.25869
H 0.24346 11.62796 0.70617
H -1.20865 11.08064 -0.15139
H 0.34955 11.05372 -0.98480
H -0.61469 7.08008 1.76971
H -0.47262 4.73796 2.47286
H 1.26180 3.69637 -1.28516
H 1.12197 6.05055 -2.00612